20
Properties=species:S:1:pos:R:3 method="wB97M-V/def2-TZVPD" max_force_ev_per_a=1.96 total_energy_ha=-439.84693 de_lowest_kcal_mol=17.3 total_charge=+1 lumo_energy_ha=-0.1065 homo_lumo_gap_ev=11.83
O 0.1801 2.2916 1.2486
C 0.8435 1.4085 0.5012
C -0.0189 0.5740 -0.4212
N -0.5176 -0.7465 0.1723
C -0.7077 -1.7182 -0.9385
C -1.2134 1.3646 -0.9692
O 2.0201 1.1887 0.6094
H 0.7457 2.9903 1.6043
H 0.6290 0.2521 -1.2312
H -1.4219 -0.4775 0.5578
H 0.2222 -1.1091 0.8246
H 0.0219 -1.6460 -1.7460
H -1.7292 -1.7229 -1.3180
H -0.5751 -2.7550 -0.6089
H -1.1043 2.4448 -1.0067
H -1.4636 1.0071 -1.9588
H -2.1202 1.1222 -0.3883
H 1.9642 -1.7774 2.3655
H 2.5602 -1.2299 1.1999
O 1.6850 -1.4612 1.5031